DFT (wB97M-V/def2-TZVPD) results for a structure of composition CH2F3NO4S2 in a non-equilibrium geometry.

The geometry in XYZ format:
```
13
Properties=species:S:1:pos:R:3:forces:R:3:mulliken_spin:R:1
C -0.70993 0.86073 -0.22371 0.31 -0.36 0.75 -0.0001
N 3.16848 0.33046 -0.42638 -0.35 -0.56 -0.94 0.0147
O -2.78933 -1.63975 -0.55474 -0.55 -0.94 -0.92 0.9783
O -1.41832 -0.50203 1.93289 -1.65 0.93 3.68 0.2861
O 1.17769 -0.21271 1.06983 3.08 0.69 0.05 0.0364
O 1.50033 -1.45613 -1.00886 -0.06 -0.46 -0.72 -0.0014
F -1.75575 1.22803 -0.93604 -0.11 -0.24 -0.12 0.0023
F 0.39082 0.89261 -1.08269 -0.75 0.40 -0.52 0.0012
F -0.46772 1.80391 0.67917 -0.27 0.01 0.00 0.0002
S -0.84273 -0.87545 0.69313 -0.88 -0.43 -4.02 0.7101
S 1.89209 -0.39114 -0.17868 1.71 -0.05 1.94 -0.0030
H -3.48108 -1.04450 -0.25759 -0.60 0.47 0.31 -0.0253
H 3.33545 1.00598 0.29366 0.12 0.53 0.52 0.0006
```
Positions in Å, forces in eV/Å.

The value obtained for the energy relative to the best compared isomer or geometry (same formula, charge and spin) is 67.9 kJ/mol. Its multiplicity is 3. Its HOMO energy (alpha / beta) is -7.589 / -10.676 eV. As for the expectation value of S²: 2.007.